1.
CN3O4S | wB97M-V/def2-TZVPD

Kohn-Sham gap: 9.4 eV
highest occupied orbital energy: -5.90 eV
energy relative to the best compared isomer or geometry (same formula, charge and spin): 74.7 kcal/mol

Geometry as ORCA input:
```
! wB97M-V def2-TZVPD RIJCOSX def2/J DEFGRID3
* xyz -1 1
C -1.64 0.59 0.11
N -2.46 1.26 0.60
N -0.72 -0.09 -0.52
N 1.52 0.34 0.07
O 1.38 -0.62 0.87
O 1.92 0.12 -1.09
O 1.36 1.44 0.50
O -0.63 -2.57 0.02
S 0.07 -1.42 -0.53
*
```

***

2.
CNPS | wB97M-V/def2-TZVPD

Kohn-Sham gap (alpha / beta): 7.5 / 5.1 eV
highest occupied orbital energy (alpha / beta): -10.65 / -8.78 eV
energy relative to the best compared isomer or geometry (same formula, charge and spin): 78.4 kcal/mol

Geometry as ORCA input:
```
! wB97M-V def2-TZVPD RIJCOSX def2/J DEFGRID3
* xyz 0 1
C -1.80 -0.21 0.34
N -2.64 0.20 -0.24
P 1.47 -0.55 -0.25
S 2.97 0.56 0.15
*
```

***

3.
CO3Pd | wB97M-V/def2-TZVPD

Kohn-Sham gap (alpha / beta): 10.2 / 7.1 eV
highest occupied orbital energy (alpha / beta): -24.40 / -24.28 eV
expectation value of S²: 2.01

Geometry as ORCA input:
```
! wB97M-V def2-TZVPD RIJCOSX def2/J DEFGRID3
* xyz 2 3
O 0.63 -0.01 0.44
Pd 2.18 0.27 -0.13
C -0.67 0.11 0.03
O -1.54 0.83 -0.19
O -0.24 -1.10 -0.21
*
```

***

4.
CO3S3 | wB97M-V/def2-TZVPD

Kohn-Sham gap: 8.7 eV
highest occupied orbital energy: -10.83 eV
energy relative to the best compared isomer or geometry (same formula, charge and spin): 24.2 kcal/mol

Geometry as ORCA input:
```
! wB97M-V def2-TZVPD RIJCOSX def2/J DEFGRID3
* xyz 0 1
C -1.59 0.73 -0.12
O 1.47 0.36 -1.02
O 1.94 -0.50 1.25
O 0.08 -1.43 0.00
S -2.52 -0.22 -0.96
S -0.43 1.41 0.74
S 1.06 -0.35 0.11
*
```

***

5.
CO4S2 | wB97M-V/def2-TZVPD

Kohn-Sham gap (alpha / beta): 6.8 / 8.2 eV
highest occupied orbital energy (alpha / beta): -8.42 / -9.59 eV
energy relative to the best compared isomer or geometry (same formula, charge and spin): 70.6 kcal/mol

Geometry as ORCA input:
```
! wB97M-V def2-TZVPD RIJCOSX def2/J DEFGRID3
* xyz 0 1
C 0.32 0.31 1.92
O -0.18 -1.68 0.31
O -1.20 0.49 -0.54
O 1.03 -0.19 -1.84
O 1.10 0.82 1.25
S -1.15 -0.67 0.59
S 0.07 0.92 -1.69
*
```

***

6.
Ca2H18NO12 | wB97M-V/def2-TZVPD

Kohn-Sham gap: 7.1 eV
highest occupied orbital energy: -18.35 eV
energy relative to the best compared isomer or geometry (same formula, charge and spin): 0.0 kcal/mol

Geometry as ORCA input:
```
! wB97M-V def2-TZVPD RIJCOSX def2/J DEFGRID3
* xyz 3 1
Ca 12.56 6.10 -8.24
Ca 7.40 8.65 -12.03
N 10.32 6.66 -11.19
O 9.58 7.54 -11.74
O 10.64 5.66 -11.79
O 10.79 6.90 -10.04
O 13.18 4.68 -10.05
H 12.67 4.49 -10.85
H 14.06 4.31 -10.22
O 10.75 2.59 -11.23
H 11.01 3.40 -11.67
H 11.57 2.22 -10.88
O 11.37 9.55 -10.01
H 10.64 8.93 -10.11
H 12.14 9.10 -10.37
O 6.97 6.45 -11.10
H 7.20 6.46 -10.16
H 6.50 5.62 -11.24
O 12.49 8.44 -8.21
H 13.33 8.91 -8.31
H 11.83 9.03 -8.64
O 8.73 6.08 -14.39
H 8.94 5.78 -15.28
H 9.58 6.12 -13.93
O 7.66 3.74 -13.09
H 6.89 3.90 -12.54
H 8.09 4.61 -13.23
O 11.96 8.56 -13.29
H 11.75 8.39 -14.22
H 11.14 8.43 -12.81
O 10.45 6.21 -7.19
H 9.60 6.29 -7.63
H 10.26 6.35 -6.25
*
```

***

7.
Ca3H14NO10 | wB97M-V/def2-TZVPD

Kohn-Sham gap (alpha / beta): 3.9 / 8.4 eV
highest occupied orbital energy (alpha / beta): -16.64 / -21.41 eV
expectation value of S²: 0.75

Geometry as ORCA input:
```
! wB97M-V def2-TZVPD RIJCOSX def2/J DEFGRID3
* xyz 4 2
Ca 1.53 -2.48 -2.29
Ca -3.94 0.46 0.44
Ca 0.76 -0.64 3.20
N -0.56 -0.54 -0.05
O -1.70 -0.29 -0.39
O 0.25 -0.77 -0.90
O -0.23 -0.53 1.13
O 1.68 1.34 2.12
H 2.48 1.61 1.66
H 1.16 2.14 2.17
O 0.06 -1.15 -3.66
H -0.83 -0.89 -3.41
H 0.09 -1.00 -4.60
O 0.54 -3.06 2.30
H 1.02 -3.88 2.16
H -0.34 -3.25 1.98
O -0.33 1.78 -2.81
H -0.17 0.96 -2.36
H 0.13 2.44 -2.28
O 3.07 -1.48 -0.61
H 3.14 -0.54 -0.47
H 3.90 -1.83 -0.28
O -0.87 1.33 3.75
H -1.52 1.02 3.12
H -1.10 2.25 3.89
O -3.05 2.15 -1.12
H -3.03 2.95 -1.66
H -2.13 1.90 -1.02
*
```

***

8.
CaH10N2O11 | wB97M-V/def2-TZVPD

Kohn-Sham gap: 8.5 eV
highest occupied orbital energy: -8.91 eV
energy relative to the best compared isomer or geometry (same formula, charge and spin): 0.0 kcal/mol

Geometry as ORCA input:
```
! wB97M-V def2-TZVPD RIJCOSX def2/J DEFGRID3
* xyz 0 1
Ca 0.29 -0.19 0.03
N 2.33 1.61 1.53
O 2.54 0.74 0.61
O 1.13 1.76 1.90
O 3.25 2.25 1.98
N -2.80 -0.88 -1.63
O -1.54 -0.73 -1.48
O -3.40 -1.57 -0.79
O -3.36 -0.30 -2.55
O 0.88 1.37 -1.71
H 0.39 1.48 -2.53
H 1.72 1.84 -1.81
O 1.04 -1.67 1.70
H 0.75 -2.56 1.94
H 1.89 -1.53 2.13
O -1.15 1.77 0.19
H -2.07 1.75 0.46
H -0.84 2.66 0.36
O 1.35 -1.60 -1.48
H 2.23 -1.53 -1.87
H 0.95 -2.38 -1.87
O -1.57 -0.73 1.39
H -1.54 -0.64 2.35
H -2.49 -0.91 1.14
*
```

***

no.,strongest force on any atom (eV/A)
1,3.85
2,8.66
3,9.77
4,5.13
5,2.45
6,2.45
7,8.51
8,1.23